The following is a DFT calculation (ωB97M-V with the def2-TZVPD basis set) of the molecule N2O3S in a non-equilibrium geometry.

Element x y z (Å)
N: 1.67 -0.21 0.27
N: -1.04 1.08 -0.22
O: -1.93 0.10 0.66
O: 1.70 0.32 -0.82
O: 0.57 -0.89 0.58
S: -0.97 -0.40 -0.48

Values from the calculation:
Kohn-Sham gap in eV: 9.157
HOMO level in Eh: -0.374
M in g/mol: 108.08
Electronic energy in eV: -19949.72245
ΔE to the lowest compared entry with this formula, charge and spin in kcal per mole: 175.2

Partial atomic charges computed with the Löwdin method, in multiples of e: number 1, N, carries -0.133; number 2, N, carries -0.229; number 3, O, carries -0.362; number 4, O, carries -0.041; number 5, O, carries -0.289; number 6, S, carries 1.054

The following is a DFT calculation (ωB97M-V with the def2-TZVPD basis set) of a structure of composition C41H40Br2Cl2N2O4PSn.

Element x y z (Å)
Sn: 0.24 -2.13 0.19
Cl: 0.85 -7.13 -0.21
C: 2.17 -6.01 -0.19
C: 3.49 -6.52 -0.23
C: 4.56 -5.67 -0.20
Cl: 6.17 -6.32 -0.25
C: 4.36 -4.28 -0.10
C: 5.39 -3.32 -0.01
C: 5.09 -1.99 0.12
C: 3.74 -1.60 0.14
N: 2.76 -2.47 0.05
C: 3.03 -3.79 -0.07
C: 1.90 -4.66 -0.12
O: 0.67 -4.19 -0.09
H: 3.64 -7.59 -0.28
H: 6.42 -3.66 -0.04
H: 5.87 -1.25 0.21
H: 3.46 -0.56 0.25
C: -1.54 -0.05 4.53
C: -1.25 0.18 3.07
O: -0.28 -0.32 2.55
C: -2.24 0.95 2.26
C: -3.56 1.00 2.71
C: -4.59 1.49 1.92
C: -4.31 1.90 0.63
C: -3.00 1.91 0.18
C: -1.97 1.51 1.00
O: -0.64 1.64 0.57
H: -0.65 -0.48 5.00
H: -2.36 -0.77 4.64
H: -1.83 0.86 5.05
H: -3.79 0.62 3.70
H: -5.60 1.53 2.30
H: -5.11 2.22 -0.03
H: -2.78 2.22 -0.83
C: -2.62 -3.82 1.75
C: -2.82 -3.76 0.26
C: -3.87 -4.47 -0.34
C: -4.06 -4.39 -1.69
C: -3.19 -3.61 -2.49
C: -3.27 -3.49 -3.89
Br: -4.65 -4.35 -4.86
C: -2.34 -2.76 -4.58
C: -1.31 -2.10 -3.89
Br: -0.02 -1.15 -4.88
C: -1.19 -2.14 -2.50
O: -0.26 -1.49 -1.84
C: -2.16 -2.93 -1.81
N: -2.01 -3.00 -0.45
H: -2.83 -4.82 2.12
H: -3.30 -3.13 2.25
H: -1.59 -3.56 2.01
H: -4.52 -5.09 0.27
H: -4.87 -4.94 -2.17
H: -2.40 -2.68 -5.65
C: 0.74 5.51 0.45
C: -0.41 4.49 0.54
C: -0.83 4.33 2.01
C: -1.58 5.00 -0.32
P: 0.24 2.84 -0.02
C: 1.83 2.57 0.75
C: 1.98 1.58 1.72
C: 3.23 1.34 2.29
C: 4.33 2.09 1.90
C: 4.19 3.07 0.93
C: 2.95 3.31 0.36
C: 0.41 2.54 -1.85
C: 0.98 3.77 -2.58
C: 1.36 1.34 -1.99
C: -0.96 2.19 -2.43
H: 0.34 6.49 0.72
H: 1.15 5.59 -0.56
H: 1.54 5.27 1.14
H: -0.94 5.32 2.45
H: -0.06 3.79 2.58
H: -1.77 3.81 2.12
H: -1.85 5.99 0.04
H: -2.47 4.37 -0.24
H: -1.31 5.09 -1.37
H: 1.14 0.96 2.01
H: 3.33 0.56 3.04
H: 5.30 1.90 2.35
H: 5.04 3.66 0.62
H: 2.87 4.08 -0.41
H: 1.94 4.09 -2.19
H: 0.29 4.61 -2.56
H: 1.12 3.49 -3.62
H: 2.38 1.59 -1.71
H: 1.35 1.01 -3.03
H: 1.02 0.49 -1.39
H: -1.68 3.01 -2.33
H: -1.36 1.27 -1.99
H: -0.83 2.00 -3.50

Values from the calculation:
Kohn-Sham gap in eV: 6.748
HOMO level in Eh: -0.349
M in g/mol: 1005.18
Electronic energy in eV: -234584.72552
Net charge: +1
ΔE to the lowest compared entry with this formula, charge and spin in kcal per mole: 0.0

Partial atomic charges computed with the Löwdin method, in multiples of e: number 1, Sn, carries 1.430; number 2, Cl, carries 0.717; number 3, C, carries -0.578; number 4, C, carries -0.113; number 5, C, carries -0.607; number 6, Cl, carries 0.705; number 7, C, carries -0.165; number 8, C, carries -0.006; number 9, C, carries -0.037; number 10, C, carries -0.122; number 11, N, carries 0.009; number 12, C, carries -0.153; number 13, C, carries -0.387; number 14, O, carries -0.277; number 15, H, carries 0.110; number 16, H, carries 0.097; number 17, H, carries 0.107; number 18, H, carries 0.096; number 19, C, carries 0.002; number 20, C, carries -0.372; number 21, O, carries -0.070; number 22, C, carries -0.077; number 23, C, carries -0.010; number 24, C, carries -0.049; number 25, C, carries -0.036; number 26, C, carries -0.022; number 27, C, carries -0.209; number 28, O, carries -0.159; number 29, H, carries 0.092; number 30, H, carries 0.095; number 31, H, carries 0.096; number 32, H, carries 0.115; number 33, H, carries 0.117; number 34, H, carries 0.121; number 35, H, carries 0.086; number 36, C, carries -0.018; number 37, C, carries -0.301; number 38, C, carries 0.001; number 39, C, carries -0.005; number 40, C, carries -0.181; number 41, C, carries -0.624; number 42, Br, carries 0.788; number 43, C, carries -0.168; number 44, C, carries -0.588; number 45, Br, carries 0.789; number 46, C, carries -0.410; number 47, O, carries -0.322; number 48, C, carries -0.143; number 49, N, carries 0.061; number 50, H, carries 0.089; number 51, H, carries 0.086; number 52, H, carries 0.047; number 53, H, carries 0.121; number 54, H, carries 0.085; number 55, H, carries 0.099; number 56, C, carries -0.068; number 57, C, carries -0.583; number 58, C, carries -0.046; number 59, C, carries -0.052; number 60, P, carries 1.117; number 61, C, carries -0.268; number 62, C, carries -0.053; number 63, C, carries -0.059; number 64, C, carries -0.053; number 65, C, carries -0.050; number 66, C, carries -0.093; number 67, C, carries -0.581; number 68, C, carries -0.055; number 69, C, carries -0.061; number 70, C, carries -0.062; number 71, H, carries 0.102; number 72, H, carries 0.076; number 73, H, carries 0.083; number 74, H, carries 0.104; number 75, H, carries 0.093; number 76, H, carries 0.079; number 77, H, carries 0.102; number 78, H, carries 0.068; number 79, H, carries 0.071; number 80, H, carries 0.074; number 81, H, carries 0.120; number 82, H, carries 0.116; number 83, H, carries 0.117; number 84, H, carries 0.090; number 85, H, carries 0.070; number 86, H, carries 0.074; number 87, H, carries 0.105; number 88, H, carries 0.084; number 89, H, carries 0.077; number 90, H, carries 0.052; number 91, H, carries 0.076; number 92, H, carries 0.081; number 93, H, carries 0.097

The following is a DFT calculation (ωB97M-V with the def2-TZVPD basis set) of a cluster of 2 separate species, C7H7N2O4S2 in total in a non-equilibrium geometry.

Element x y z (Å)
C: -2.29 -0.25 0.28
C: -1.50 -0.25 -0.85
C: -1.67 -0.60 1.48
C: 0.38 -1.19 0.42
C: -0.20 -0.75 -0.80
C: -0.45 -1.14 1.52
C: 0.55 -0.83 -2.10
N: 1.03 1.87 3.01
N: 1.90 -0.44 -1.99
O: 3.26 0.98 -0.08
O: 0.08 -1.02 -3.18
O: 3.82 2.72 1.56
O: 2.72 0.19 3.81
S: 3.80 1.32 1.24
S: 1.86 0.66 2.68
H: -3.26 0.08 0.22
H: -1.86 -0.16 -1.81
H: -2.21 -0.47 2.44
H: 1.47 -1.21 0.63
H: 0.47 2.05 2.21
H: 2.20 -0.09 -1.10
H: 2.21 0.17 -2.81

Values from the calculation:
Kohn-Sham gap (spin up / spin down) in eV: 6.370 / 7.788
HOMO level (spin up / spin down) in Eh: -0.119 / -0.215
M in g/mol: 247.28
Electronic energy in eV: -40211.18337
Expectation value of S²: 2.021
Net charge: -1
2S+1: 3

Partial atomic charges computed with the Löwdin method, in multiples of e: number 1, C, carries -0.064; number 2, C, carries -0.027; number 3, C, carries -0.134; number 4, C, carries -0.053; number 5, C, carries -0.133; number 6, C, carries 0.006; number 7, C, carries -0.505; number 8, N, carries -0.302; number 9, N, carries 0.136; number 10, O, carries -0.578; number 11, O, carries 0.059; number 12, O, carries -0.522; number 13, O, carries -0.572; number 14, S, carries 0.621; number 15, S, carries 0.600; number 16, H, carries 0.073; number 17, H, carries 0.087; number 18, H, carries 0.116; number 19, H, carries 0.097; number 20, H, carries -0.038; number 21, H, carries -0.009; number 22, H, carries 0.140

The following is a DFT calculation (ωB97M-V with the def2-TZVPD basis set) of a structure of composition C3H6O2 in a non-equilibrium geometry.

Element x y z (Å)
C: 0.37 0.13 -0.57
C: 1.30 0.55 0.49
C: -1.05 -0.33 -0.40
O: -1.25 -1.50 0.38
O: -1.24 0.87 0.13
H: -2.13 -1.41 0.77
H: 0.78 0.08 -1.57
H: -1.40 -0.43 -1.47
H: 0.92 0.26 1.47
H: 2.30 0.15 0.27
H: 1.41 1.64 0.49

Values from the calculation:
Kohn-Sham gap in eV: 9.398
HOMO level in Eh: -0.350
M in g/mol: 74.08
Electronic energy in eV: -7300.17033
ΔE to the lowest compared entry with this formula, charge and spin in kcal per mole: 80.9

Partial atomic charges computed with the Löwdin method, in multiples of e: number 1, C, carries 0.020; number 2, C, carries -0.078; number 3, C, carries -0.591; number 4, O, carries 0.006; number 5, O, carries -0.004; number 6, H, carries 0.096; number 7, H, carries 0.123; number 8, H, carries 0.149; number 9, H, carries 0.093; number 10, H, carries 0.090; number 11, H, carries 0.095

The following is a DFT calculation (ωB97M-V with the def2-TZVPD basis set) of a cluster of 2 separate species, C2H7N4O in total in a non-equilibrium geometry.

Element x y z (Å)
C: 0.74 -0.23 -2.34
C: -0.63 1.36 0.71
N: 0.21 -0.93 0.40
N: -0.86 -1.36 -0.04
N: 0.42 0.31 0.78
N: 0.93 0.95 -2.39
O: 0.75 -1.39 -2.36
H: -1.49 1.02 0.19
H: -0.79 1.62 1.68
H: -0.16 2.18 0.19
H: 1.03 -1.57 0.51
H: 1.16 0.39 1.40
H: -0.90 -2.39 -0.20
H: 1.21 1.51 -3.19

Values from the calculation:
Kohn-Sham gap in eV: 9.776
HOMO level in Eh: -0.548
M in g/mol: 103.10
Electronic energy in eV: -10185.75477
Net charge: +1
ΔE to the lowest compared entry with this formula, charge and spin in kcal per mole: 81.6

Partial atomic charges computed with the Löwdin method, in multiples of e: number 1, C, carries -0.422; number 2, C, carries 0.032; number 3, N, carries -0.074; number 4, N, carries 0.215; number 5, N, carries 0.037; number 6, N, carries 0.194; number 7, O, carries 0.147; number 8, H, carries 0.085; number 9, H, carries 0.067; number 10, H, carries 0.092; number 11, H, carries 0.223; number 12, H, carries 0.145; number 13, H, carries 0.145; number 14, H, carries 0.113

The following is a DFT calculation (ωB97M-V with the def2-TZVPD basis set) of a cluster of 4 separate species, H8O4 in total in a non-equilibrium geometry.

Element x y z (Å)
O: 0.10 -0.07 0.52
H: 0.71 -0.82 0.57
H: 0.14 0.09 -0.45
O: 3.94 0.04 -0.28
H: 3.30 -0.22 0.38
H: 4.76 -0.08 0.26
O: -2.26 -1.43 -0.20
H: -1.72 -0.79 0.32
H: -1.89 -2.26 -0.35
O: -1.90 1.63 -0.20
H: -1.56 0.91 0.22
H: -2.69 1.81 0.32

Values from the calculation:
Kohn-Sham gap in eV: 11.415
HOMO level in Eh: -0.413
M in g/mol: 72.06
SMILES string: O.O.O.O
Electronic energy in eV: -8319.12020
ΔE to the lowest compared entry with this formula, charge and spin in kcal per mole: 35.9

Partial atomic charges computed with the Löwdin method, in multiples of e: number 1, O, carries -0.063; number 2, H, carries 0.062; number 3, H, carries 0.088; number 4, O, carries -0.067; number 5, H, carries -0.001; number 6, H, carries 0.064; number 7, O, carries -0.049; number 8, H, carries 0.005; number 9, H, carries -0.001; number 10, O, carries -0.008; number 11, H, carries -0.090; number 12, H, carries 0.059